[1]
The following is a quantum chemistry calculation of a structure of composition C15H17BrN5O6S2SeTl, from the Open Molecules 2025 dataset.

```
48
Properties=species:S:1:pos:R:3:forces:R:3
Tl 0.06587 -0.12068 -0.87860 0.383 -0.454 0.986
Br 2.44007 -1.76098 -3.32270 0.256 -0.584 -0.178
C 2.74837 0.06492 -3.04920 0.430 0.086 -0.100
C 3.59117 0.71802 -3.93430 -0.011 0.032 -0.022
C 3.85987 2.05512 -3.69570 -0.083 -0.071 0.139
C 3.30137 2.65752 -2.58260 -0.049 0.018 0.083
C 2.47667 1.90912 -1.75200 0.270 0.431 0.096
N 2.21807 0.63312 -1.99170 -0.230 0.009 -0.093
C 1.90477 2.53972 -0.47200 0.455 0.239 -0.447
O 2.24067 3.69412 -0.22390 0.089 0.256 -0.027
O 1.17087 1.80102 0.23040 -0.828 -0.947 0.258
H 4.01697 0.18022 -4.76900 -0.046 0.026 -0.003
H 4.51037 2.60762 -4.36380 -0.021 0.009 0.013
H 3.48577 3.68392 -2.31080 -0.008 0.081 -0.012
N 0.39687 -0.06698 2.34640 0.188 0.028 0.153
C -0.29323 0.49572 3.47970 -0.112 0.292 0.330
C -1.30113 1.55772 3.03930 0.011 -0.352 -0.005
C -2.25963 1.07862 1.94680 -0.127 0.093 0.269
N -1.67473 1.18122 0.62140 0.100 0.373 -0.373
H 1.13737 -0.69278 2.64370 -0.020 0.062 -0.177
H 0.80827 0.67022 1.77920 0.216 -0.010 0.048
H 0.39047 0.95602 4.22520 -0.226 -0.134 -0.090
H -0.83753 -0.31578 3.98230 0.025 0.083 0.067
H -0.76573 2.43632 2.67260 0.041 0.100 0.019
H -1.88113 1.85882 3.91830 0.039 0.063 -0.051
H -3.18623 1.67582 2.02260 0.109 -0.162 -0.044
H -2.52123 0.03002 2.11960 -0.076 0.014 0.046
H -1.17853 2.05742 0.48850 -0.043 0.081 0.009
H -2.38633 1.11722 -0.10180 0.114 -0.046 -0.026
O -0.91843 1.57192 -4.51050 0.255 0.275 -0.139
S -0.96303 0.81582 -3.27560 -1.550 0.360 -2.182
O -2.30993 0.26722 -3.02100 0.176 0.408 -0.262
O -0.59803 1.69032 -2.10310 0.401 0.077 0.660
O 0.01777 -0.31138 -3.29180 -0.074 0.088 0.263
Se -2.21113 -1.49048 -1.30690 0.080 -0.921 1.094
C -2.30973 -2.63868 0.26550 0.073 0.257 -0.295
C -3.34563 -3.57818 0.35300 0.204 0.223 -0.231
C -3.46613 -4.35298 1.48620 -0.179 -0.114 -0.008
N -2.65283 -4.27228 2.53370 -0.072 -0.292 0.344
C -1.67223 -3.37938 2.45000 0.070 -0.011 0.121
C -1.46103 -2.54968 1.36840 -0.010 -0.010 -0.247
H -4.03223 -3.68528 -0.47680 -0.105 -0.084 0.006
H -4.25893 -5.09038 1.57820 -0.078 0.004 -0.118
H -1.01893 -3.33938 3.31350 0.144 0.123 0.049
H -0.65653 -1.82918 1.38410 0.050 0.019 0.133
S 1.99387 -1.78478 0.24850 -1.145 -0.519 -0.258
C 3.22697 -0.70818 0.39390 0.600 0.164 0.194
N 4.15767 -0.03738 0.54260 0.318 0.335 0.006
```
Forces are in eV/Å.

Values from the calculation:
2S+1 = 1
Charge = -2
Largest force on an atom = 2.70 eV/A
Energy above the lowest of the compared OMol25 structures with the same formula, charge and spin = 37.1 kcal/mol


[2]
The following is a quantum chemistry calculation of a structure of composition C15H17Cl3HfN2O2, from the Open Molecules 2025 dataset.

```
40
Properties=species:S:1:pos:R:3:forces:R:3
C 3.90874 2.41245 -3.44060 0.184 -0.031 -0.131
C 4.98978 1.60995 -2.72255 0.088 0.095 -0.049
H 3.59474 1.91191 -4.35921 -0.028 0.042 0.057
H 4.28716 3.39969 -3.71692 -0.118 -0.091 0.006
H 3.02404 2.55621 -2.81829 -0.065 0.077 0.072
H 4.59933 0.68272 -2.29972 0.003 -0.063 -0.027
H 5.79108 1.34490 -3.41721 -0.069 0.012 0.131
H 5.43862 2.18605 -1.91033 -0.033 -0.056 -0.025
C -2.78303 0.03978 -1.67991 0.134 -0.569 0.672
C -4.03823 -0.51143 -1.94823 0.034 0.180 -0.092
C -4.44772 -1.68164 -1.30855 0.755 0.364 0.050
C -3.55412 -2.26588 -0.41735 0.769 -0.002 0.515
H -2.45278 0.96322 -2.15907 -0.142 -0.269 0.094
H -4.71357 -0.02263 -2.64856 0.313 -0.001 0.113
H -5.42336 -2.12576 -1.49045 0.192 0.128 0.011
H -3.82509 -3.16228 0.12674 -0.088 0.060 -0.180
N -1.91343 -0.52413 -0.78020 -0.919 -0.765 -0.759
C -2.29636 -1.69560 -0.15805 -1.203 1.007 -0.998
C -1.35030 -2.23576 0.81468 1.032 -0.586 1.445
N -0.20898 -1.49673 1.03007 -0.117 -1.574 0.081
C 0.80933 -1.95420 1.81525 -1.041 -0.307 -0.165
C -0.53251 -3.84373 2.40958 -0.277 0.146 -0.101
C 0.65426 -3.12358 2.53334 0.436 -0.014 0.136
H 1.71671 -1.36046 1.81081 -0.176 -0.107 0.299
H 1.47171 -3.44619 3.18700 -0.428 -0.009 -0.304
C -1.54446 -3.41236 1.54438 0.204 0.658 -0.480
H -2.48230 -3.94703 1.41380 0.418 -0.137 0.198
H -0.68307 -4.75107 2.98214 0.055 0.035 -0.007
Hf -0.07368 0.42036 0.19064 -0.125 1.384 1.192
C 2.04796 0.67829 0.44922 0.598 -0.255 -1.050
H 2.65828 -0.18508 0.12452 -0.006 0.371 0.057
H 2.23296 0.83481 1.52167 -0.079 0.092 -0.066
H 2.42780 1.56243 -0.09511 0.059 -0.212 0.209
Cl -1.16689 3.68469 4.27391 0.017 -0.293 -0.961
C -1.21506 3.55389 2.50671 0.278 -0.591 0.365
Cl -2.86237 3.75645 1.86633 0.171 0.247 0.393
Cl -0.05422 4.67183 1.73790 -0.339 -0.066 0.412
C -0.79067 2.16280 1.93242 0.218 0.316 0.124
O -0.35499 1.12124 2.49237 -0.783 1.273 -1.853
O -0.88532 2.19185 0.60682 0.078 -0.489 0.615
```
Forces are in eV/Å.

Values from the calculation:
2S+1 = 1
Charge = +2
Largest force on an atom = 2.38 eV/A
Energy above the lowest of the compared OMol25 structures with the same formula, charge and spin = 11.7 kcal/mol


[3]
The following is a quantum chemistry calculation of the molecule C15H17F3N4O2, from the Open Molecules 2025 dataset.

```
41
Properties=species:S:1:pos:R:3:forces:R:3
F -4.11827 -0.51441 -4.47870 0.584 -1.322 -0.246
F -2.62784 -1.82506 -5.46736 -0.290 0.385 0.898
F -4.26155 -2.73304 -4.38840 0.587 1.014 0.291
N 0.95233 -2.06515 0.57744 0.676 -0.754 -0.319
N -2.76012 -0.62717 -2.14945 -0.192 -0.518 -1.182
N -0.32018 -0.16154 1.15334 0.042 0.251 0.530
O 1.84596 4.49585 4.59618 -0.279 -0.127 0.481
O 3.25023 1.96949 1.23220 0.235 0.718 0.263
C -0.06982 -1.21448 0.38467 1.198 -0.060 0.491
C 1.79215 -1.88575 1.60836 -1.911 1.687 -0.044
C -1.96032 -0.50679 -1.07918 -0.999 -0.113 -0.419
C -2.58254 -1.61803 -3.07011 1.594 0.051 1.578
C 0.47511 0.00728 2.21984 -0.874 0.231 0.168
C 1.51310 -0.83425 2.48132 0.828 -1.101 -0.532
C -1.56688 -2.57259 -2.87129 0.234 0.465 0.628
C -0.77739 -2.44287 -1.71832 1.064 -0.534 -0.299
C -0.93164 -1.39449 -0.80389 -0.207 -0.789 -0.706
N 1.25285 2.05082 3.52280 -0.291 0.156 0.128
C 3.83608 1.84085 -0.08351 0.059 -0.241 0.851
C -3.39702 -1.66624 -4.35564 -1.073 0.491 -0.146
C 0.16049 1.11118 3.21106 -0.036 1.079 -0.899
C 2.44814 4.19611 3.34734 -1.355 -0.431 0.154
C 2.06878 2.77697 1.26830 -0.740 0.080 -1.165
C 1.50496 3.21696 2.62661 2.178 -1.523 -0.040
H 1.34175 3.69500 4.89994 0.801 0.780 -0.640
H 2.66647 -2.48230 1.81663 -0.108 -0.582 -0.555
H -2.18582 0.30496 -0.37404 0.105 -0.310 -0.522
H 2.11269 -0.70021 3.34214 0.574 0.196 0.762
H -1.27568 -3.37917 -3.55309 -0.602 0.440 0.038
H 0.07681 -3.15143 -1.60249 -0.886 0.645 0.141
H 2.10330 1.51099 3.65961 0.097 0.387 -0.083
H 3.46867 2.59470 -0.75781 -0.388 0.287 -0.314
H 3.62534 0.84284 -0.46873 -0.139 0.021 -0.125
H 4.93004 1.96501 -0.05925 -0.354 -0.057 0.456
H -0.66124 1.65908 2.77630 -0.267 0.429 -0.199
H -0.26099 0.72288 4.12882 0.231 -0.468 0.323
H 2.56366 5.12772 2.74812 -0.068 -0.601 0.493
H 3.39811 3.70966 3.48053 0.743 -0.059 0.074
H 2.18839 3.68516 0.65567 0.246 -0.105 0.063
H 1.26553 2.20776 0.78648 -0.085 -0.039 -0.179
H 0.61264 3.77994 2.45381 -0.935 -0.062 -0.200
```
Forces are in eV/Å.

Values from the calculation:
2S+1 = 1
E_tot = -1250.86527 Ha
Largest force on an atom = 2.66 eV/A


[4]
The following is a quantum chemistry calculation of a structure of composition C15H17F5N2Ti, from the Open Molecules 2025 dataset.

```
40
Properties=species:S:1:pos:R:3:forces:R:3
C 1.63786 1.28024 -1.02428 3.591 1.069 1.209
C 2.63377 0.51455 2.47411 1.192 -1.179 1.369
H 2.10073 0.47042 -1.62871 -0.281 0.183 0.535
H 2.52004 1.94126 -0.79740 -0.416 -0.118 0.357
H 1.00932 1.91282 -1.62780 -0.751 -0.145 0.296
H 3.54300 -0.08350 2.36557 0.165 0.621 0.423
H 2.83224 1.49969 1.93651 -0.725 -0.542 -0.344
H 2.36150 0.76681 3.52571 0.131 -0.492 -0.893
C 0.26013 0.13819 -3.18577 -0.424 0.047 -0.268
C -0.59525 -0.11333 -4.26659 0.387 -0.356 0.498
C -1.40060 -1.25304 -4.18210 0.291 0.119 0.263
C -1.41843 -1.97169 -2.98081 0.280 0.318 0.845
H 1.07192 0.86701 -3.32542 -0.519 -0.207 0.193
H -0.55488 0.56266 -5.12119 -0.026 -0.491 0.068
H -1.98158 -1.58463 -5.04727 0.139 0.089 0.412
H -1.97275 -2.90409 -2.89946 -0.040 0.421 -0.229
N 0.12666 -0.44797 -1.99650 -0.610 -0.894 0.503
C -0.73949 -1.46280 -1.82868 0.017 0.196 -1.913
C -1.05650 -1.92779 -0.45439 -0.074 -0.384 0.068
N -0.59033 -1.23630 0.63015 0.201 0.568 -0.397
C -1.24221 -1.42235 1.79150 -0.098 -0.812 0.383
C -2.54936 -3.23984 0.92889 0.255 -0.121 -0.029
C -2.20191 -2.41493 1.98897 0.290 0.707 0.351
H -0.93831 -0.79409 2.62947 -0.286 -0.215 -0.297
H -2.62953 -2.52055 2.98515 -0.033 0.014 -0.337
C -1.96238 -2.99676 -0.30156 0.305 0.510 0.060
H -2.20944 -3.61194 -1.16312 -0.051 0.239 0.319
H -3.26237 -4.05062 1.05743 0.142 0.144 -0.025
Ti 1.35350 0.29870 0.78500 -6.037 -0.564 -4.748
C 1.61746 -1.46609 2.46269 1.552 0.415 4.516
H 1.22093 -2.40582 2.03755 0.203 1.047 -1.719
H 0.92986 -1.14752 3.26984 0.293 0.129 -0.756
H 2.53982 -1.72751 3.01471 -0.404 0.135 -0.605
F -0.57058 1.49286 2.48318 0.679 -0.050 -1.652
C -0.38348 1.67551 1.08483 -1.395 -1.334 0.536
F -1.58255 1.29768 0.47277 2.143 0.352 0.933
C -0.26235 3.16528 0.83239 -0.657 2.772 -0.044
F -1.10745 3.80456 1.67520 0.806 -0.570 -0.872
F 0.98986 3.67325 1.06237 -0.955 -1.098 -0.273
F -0.62727 3.47104 -0.43983 0.721 -0.523 1.263
```
Forces are in eV/Å.

Values from the calculation:
2S+1 = 1
Charge = +2
E_tot = -2039.21493 Ha
Largest force on an atom = 7.70 eV/A


[5]
The following is a quantum chemistry calculation of a structure of composition C15H17FeI2N6O2S2, from the Open Molecules 2025 dataset.

```
45
Properties=species:S:1:pos:R:3:forces:R:3
Fe -1.80467 -0.13018 -0.41603 1.601 0.518 1.354
C 4.33266 -4.76013 -2.11186 0.041 0.089 -0.117
C 3.53168 -3.51630 -1.86913 -0.011 -0.028 0.020
C 2.30277 -3.33061 -2.51320 0.082 -0.067 0.024
C 1.52488 -2.22259 -2.25711 0.076 0.201 0.040
C 2.00385 -1.26915 -1.35478 0.239 -0.209 -0.046
C 3.25025 -1.39919 -0.73604 -0.111 0.102 -0.167
C 4.00449 -2.52136 -1.00842 0.009 -0.076 -0.027
S 0.98142 -0.00285 -0.83142 -0.371 -0.038 0.186
O 1.69474 1.15808 -0.40161 -0.037 0.048 0.085
O -0.12558 0.19848 -1.80324 -0.340 -0.113 -0.435
N 0.03662 -0.65614 0.33022 -0.914 -0.195 -0.481
C -0.19975 -0.21592 1.62598 0.475 -0.002 -0.116
C 0.69271 0.02710 2.66066 -0.100 -0.036 -0.127
C 0.13561 0.37787 3.87732 -0.154 -0.003 -0.025
C -1.25125 0.49807 4.00256 -0.058 -0.013 -0.093
C -2.05708 0.27152 2.90015 -0.112 0.105 0.230
N -1.52237 -0.09275 1.73249 -0.204 0.051 -0.539
H 3.68298 -5.61887 -2.27226 0.007 -0.011 0.022
H 5.00537 -4.96773 -1.28259 -0.011 -0.015 0.009
H 4.94357 -4.64419 -3.01062 -0.008 0.012 0.009
H 1.96277 -4.07156 -3.22570 -0.025 -0.010 0.026
H 0.58506 -2.06672 -2.76870 -0.030 -0.035 0.035
H 3.61977 -0.62254 -0.07903 -0.008 -0.026 0.025
H 4.97927 -2.63284 -0.55159 -0.022 -0.022 0.037
H 1.75843 -0.07579 2.51102 -0.021 0.025 0.009
H 0.77484 0.55091 4.73260 -0.015 0.023 0.012
H -1.70356 0.75516 4.94967 0.006 -0.017 -0.008
H -3.13542 0.35355 2.94188 -0.002 0.000 0.012
C -1.69179 5.08045 -0.06343 -0.021 -0.057 -0.020
C -2.79248 4.09300 -0.15278 0.037 0.112 -0.067
N -4.06042 4.34405 -0.12934 -0.005 -0.271 -0.054
N -4.67248 3.12049 -0.23985 0.036 0.145 0.066
C -3.81220 2.11785 -0.31160 -0.244 0.031 0.152
S -4.05115 0.43505 -0.35075 0.063 -0.432 -0.528
N -2.61185 2.71738 -0.27378 0.136 0.162 0.182
N -1.44484 1.95965 -0.39550 -0.078 -0.127 0.009
H -2.12977 6.06959 0.03894 0.013 0.012 0.000
H -1.07102 5.06268 -0.96055 -0.011 0.003 -0.011
H -1.05782 4.88561 0.80320 -0.009 0.007 0.009
H -5.68086 3.06571 -0.24418 -0.019 -0.005 0.009
H -0.79351 2.19912 0.34933 0.075 0.091 0.117
H -0.99547 2.18716 -1.28408 0.081 -0.143 -0.012
I -2.31496 -2.66468 -1.13081 -0.016 0.204 0.225
I -0.82342 -4.04645 0.57393 -0.020 0.010 -0.032
```
Forces are in eV/Å.

Values from the calculation:
2S+1 = 2
Charge = +2
Largest force on an atom = 2.16 eV/A
Energy above the lowest of the compared OMol25 structures with the same formula, charge and spin = 14.3 kcal/mol


[6]
The following is a quantum chemistry calculation of a structure of composition C15H17MnN4S5, from the Open Molecules 2025 dataset.

```
42
Properties=species:S:1:pos:R:3:forces:R:3
Mn 0.36130 0.58370 1.17920 -1.143 0.686 -0.347
C 5.42860 1.19400 -0.01390 -0.070 -0.059 -0.054
C 4.58690 0.09600 -0.11450 0.149 0.093 0.102
C 3.21870 0.28130 -0.13180 -0.491 0.143 0.028
C 2.68200 1.56910 -0.02450 1.187 0.009 -0.408
C 3.53010 2.67610 0.05250 -0.349 -0.265 0.057
C 4.89820 2.47570 0.04670 0.015 -0.008 0.029
N 1.28340 1.70210 -0.02740 -0.078 0.513 -0.948
N 0.75710 2.65980 -0.66690 1.179 -0.089 -0.033
C -0.59230 2.68410 -0.49900 -0.788 -1.091 0.977
C -1.43350 3.59950 -1.13900 0.297 -0.227 0.154
C -2.78860 3.49660 -0.92550 -0.058 0.041 -0.056
C -3.29900 2.52470 -0.06670 0.140 0.083 -0.002
C -2.46410 1.64580 0.60750 0.241 -0.383 0.248
C -1.08930 1.68870 0.39950 -0.268 0.425 -0.115
H 6.49730 1.04760 -0.00880 0.103 0.030 0.007
H 4.99990 -0.89860 -0.19420 0.032 -0.065 -0.069
H 2.54290 -0.54930 -0.31690 0.072 0.060 0.007
H 3.09910 3.66400 0.11960 0.031 0.077 -0.036
H 5.55990 3.32600 0.08690 0.062 0.105 0.052
H -1.00570 4.36310 -1.76900 0.038 0.045 -0.131
H -3.46050 4.17290 -1.42770 -0.094 0.101 -0.025
H -4.36530 2.46900 0.09430 -0.085 -0.020 0.014
H -2.89680 0.92780 1.29590 0.022 0.022 -0.045
S 0.34920 0.68210 3.30550 0.390 -0.411 0.276
S -0.19560 1.85760 4.79280 -0.279 0.705 0.249
S 0.00760 3.88240 3.99370 0.174 -0.225 -0.381
S 0.94280 3.83330 2.31280 -0.286 0.010 0.591
C 2.05830 -2.69790 3.25320 -0.039 -0.072 0.334
N 1.59190 -2.14180 2.00290 -0.124 0.068 -0.139
C 0.30640 -2.07320 1.64010 0.113 -0.806 0.055
S -0.09440 -1.37270 0.10840 -0.004 0.371 -0.489
N -0.63000 -2.59770 2.41680 0.643 0.038 0.201
C -2.05010 -2.42990 2.21470 -0.561 0.156 -0.112
H 3.13740 -2.59950 3.30600 0.012 0.026 -0.034
H 1.80300 -3.75460 3.34390 0.000 -0.063 -0.054
H 1.62580 -2.15050 4.09200 -0.002 0.071 0.050
H 2.28740 -1.88870 1.31480 -0.264 0.037 0.005
H -0.34690 -2.96430 3.31510 0.029 -0.010 -0.063
H -2.27020 -2.40720 1.14780 -0.019 -0.056 0.182
H -2.39150 -1.49370 2.66960 0.027 -0.094 -0.049
H -2.57360 -3.26450 2.67690 0.045 0.030 -0.028
```
Forces are in eV/Å.

Values from the calculation:
2S+1 = 4
Charge = +1
Largest force on an atom = 1.66 eV/A
Energy above the lowest of the compared OMol25 structures with the same formula, charge and spin = 49.2 kcal/mol